[1]
{
  "formula": "C18H23IN2Pt",
  "method": "ωB97M-V/def2-TZVPD",
  "total_charge": 0,
  "spin_multiplicity": 3,
  "e_tot_ha": -1226.1080,
  "s_squared": 2.020,
  "homo_lumo_gap_ev": [5.1, 6.4],
  "lumo_ev": [-0.85, -1.46],
  "relative_energy_ev": 0.000,
  "largest_force_ev_per_a": 2.9,
  "elements": ["C", "C", "H", "H", "H", "H", "H", "H", "C", "C", "C", "C", "H", "H", "H", "H", "N", "C", "C", "N", "C", "C", "C", "H", "H", "C", "H", "H", "Pt", "I", "C", "C", "C", "C", "C", "C", "H", "H", "H", "H", "H", "H", "H", "H", "H"],
  "coordinates": [[3.3242, 3.9310, -0.0881], [4.4751, 2.9935, -0.4726], [3.0195, 4.5496, -0.9396], [3.6336, 4.5846, 0.7440], [2.4238, 3.3905, 0.2346], [4.1758, 2.2122, -1.1651], [5.2554, 3.5948, -0.9488], [4.8900, 2.5148, 0.4152], [-2.8814, 1.0724, -1.8267], [-4.0543, 1.0050, -2.5680], [-4.2910, -0.0927, -3.4040], [-3.3366, -1.0942, -3.4613], [-2.6641, 1.8843, -1.1293], [-4.7760, 1.8116, -2.4785], [-5.2006, -0.1499, -4.0123], [-3.4326, -1.9702, -4.1029], [-1.9174, 0.1433, -1.9542], [-2.1523, -0.9690, -2.7088], [-1.0805, -1.9318, -2.6704], [-0.0465, -1.5650, -1.8624], [1.0160, -2.3798, -1.6974], [0.1114, -3.9183, -3.3277], [1.1452, -3.5450, -2.4515], [1.7281, -2.0581, -0.9535], [2.0395, -4.1486, -2.3558], [-1.0229, -3.1206, -3.4195], [-1.8585, -3.3348, -4.0948], [0.2045, -4.8115, -3.9576], [-0.1004, 0.2842, -0.9251], [0.1116, 2.8031, -0.7847], [0.5557, 1.2469, 4.1276], [0.0955, -0.1395, 3.6625], [0.9961, -1.1953, 4.3096], [-1.3355, -0.3718, 4.1563], [0.1548, -0.2152, 2.1709], [0.1965, -0.1231, 0.9384], [0.5093, 1.3367, 5.2181], [-0.0799, 2.0265, 3.7008], [1.5885, 1.4381, 3.8234], [0.9661, -1.1347, 5.4046], [0.6829, -2.1997, 4.0157], [2.0345, -1.0623, 4.0005], [-2.0144, 0.3743, 3.7383], [-1.6953, -1.3573, 3.8507], [-1.3931, -0.3091, 5.2492]],
  "atomic_forces_ev_per_a": [[0.0, -0.1, 0.3], [-0.1, 0.5, 0.2], [0.1, 0.0, 0.2], [-0.1, -0.1, -0.4], [0.7, 0.2, 0.0], [-0.1, 0.0, -0.1], [0.1, -0.3, 0.1], [0.1, 0.0, -0.1], [-0.4, 0.2, -0.6], [0.2, 0.2, 0.4], [0.1, -0.2, -0.2], [0.5, 0.0, 0.1], [-0.1, -0.2, -0.4], [0.1, -0.2, 0.0], [0.4, 0.0, 0.3], [-0.2, 0.3, 0.2], [-1.0, -0.5, 0.4], [-0.5, 0.9, -0.3], [0.8, -0.4, 0.2], [0.4, -1.0, -0.3], [-0.6, -0.8, -0.9], [-0.2, 0.2, -0.3], [-0.2, 0.4, 0.4], [0.2, 0.0, -0.1], [-0.1, 0.0, 0.0], [0.1, 0.2, 0.1], [0.5, -0.2, 0.3], [0.0, 0.4, 0.4], [-0.1, 0.2, -0.9], [-0.3, 0.8, -0.1], [0.1, 0.3, -0.1], [0.2, 0.0, 0.1], [0.3, -0.3, -0.1], [-0.4, 0.0, -0.2], [0.0, 0.2, -1.2], [-0.2, -0.4, 2.9], [0.0, -0.2, -0.1], [0.1, 0.0, 0.0], [-0.1, 0.0, 0.0], [-0.1, 0.1, -0.2], [0.0, 0.0, 0.0], [0.0, 0.0, 0.0], [0.0, 0.0, 0.0], [0.0, 0.0, 0.0], [0.2, 0.0, -0.2]]
}

[2]
{
  "formula": "CH2NO2S2",
  "method": "ωB97M-V/def2-TZVPD",
  "total_charge": -1,
  "e_tot_ha": -1040.9227,
  "homo_lumo_gap_ev": 5.7,
  "lumo_ev": 3.40,
  "relative_energy_ev": 1.047,
  "largest_force_ev_per_a": 2.0,
  "elements": ["C", "N", "O", "O", "S", "S", "H", "H"],
  "coordinates": [[1.9101, 0.9917, -0.7828], [-1.6702, -0.1879, 0.2588], [2.4573, 0.8385, 0.2324], [1.5135, 1.2931, -1.8185], [-0.2433, -0.9351, -0.4441], [-2.1513, -0.7941, 1.6831], [-0.6776, -0.9647, -1.6999], [-1.1384, -0.2415, 2.5710]],
  "atomic_forces_ev_per_a": [[0.5, 0.0, 1.1], [0.4, 0.6, -1.4], [-0.1, -0.2, 0.1], [-0.4, 0.3, -1.3], [-0.6, -0.2, 0.8], [1.4, 0.1, 1.5], [-0.1, -0.1, -0.4], [-1.2, -0.6, -0.4]]
}

[3]
{
  "formula": "C38H58N4O12",
  "method": "ωB97M-V/def2-TZVPD",
  "total_charge": 0,
  "e_tot_ha": -2604.5803,
  "homo_lumo_gap_ev": 8.4,
  "lumo_ev": 0.30,
  "smiles": "c1cc[nH]c1.c1cc[nH]c1.c1cc[nH]c1.c1cc[nH]c1.O=C1CCCO1.O=C1CCCO1.O=C1CCCO1.O=C1CCCO1.O=C1CCCO1.CO.CO",
  "largest_force_ev_per_a": 4.8,
  "elements": ["C", "C", "C", "N", "C", "H", "H", "H", "H", "H", "C", "C", "C", "N", "C", "H", "H", "H", "H", "H", "C", "C", "C", "N", "C", "H", "H", "H", "H", "H", "C", "C", "C", "N", "C", "H", "H", "H", "H", "H", "O", "C", "C", "C", "C", "O", "H", "H", "H", "H", "H", "H", "O", "C", "C", "C", "C", "O", "H", "H", "H", "H", "H", "H", "O", "C", "C", "C", "C", "O", "H", "H", "H", "H", "H", "H", "O", "C", "C", "C", "C", "O", "H", "H", "H", "H", "H", "H", "O", "C", "C", "C", "C", "O", "H", "H", "H", "H", "H", "H", "C", "O", "H", "H", "H", "H", "C", "O", "H", "H", "H", "H"],
  "coordinates": [[-0.3600, 5.7526, 0.3321], [-0.7851, 4.6555, -0.4167], [0.0571, 4.4843, -1.4749], [1.1220, 5.3083, -1.2428], [0.9300, 6.0394, -0.0822], [-0.9534, 6.1941, 1.1191], [-1.6932, 4.1119, -0.2013], [0.1160, 3.8274, -2.3301], [2.0232, 5.4054, -1.6883], [1.5943, 6.8066, 0.2874], [-0.8556, -4.8574, -0.9706], [-0.3391, -4.3839, 0.2461], [-1.3947, -4.0451, 1.1374], [-2.5641, -4.1383, 0.3878], [-2.2193, -4.6756, -0.8523], [-0.3928, -5.2327, -1.8714], [0.6724, -4.2939, 0.6139], [-1.4465, -3.7924, 2.1861], [-3.4233, -3.8242, 0.8159], [-2.9988, -4.8360, -1.5824], [-6.1299, -2.9870, 1.3403], [-4.8781, -2.3194, 1.2460], [-4.3568, -2.1792, 2.5152], [-5.1965, -2.8185, 3.4065], [-6.2828, -3.3401, 2.7217], [-6.8355, -3.2473, 0.5651], [-4.4664, -1.9494, 0.3186], [-3.3995, -1.8783, 2.9144], [-5.0405, -3.0405, 4.3794], [-7.0361, -3.9113, 3.2438], [1.2104, -3.0224, -2.9167], [2.3775, -2.9623, -3.6500], [2.1231, -3.1511, -5.0104], [0.7342, -3.3175, -5.0550], [0.1946, -3.2286, -3.7870], [1.1396, -3.0432, -1.8392], [3.3608, -2.7398, -3.2629], [2.7418, -3.0811, -5.8929], [0.2530, -3.5325, -5.9166], [-0.8723, -3.3317, -3.6546], [-0.5089, -2.1679, 3.5834], [0.6621, -1.9176, 3.9004], [1.8856, -2.4169, 3.1285], [3.0471, -1.8148, 3.9519], [2.3800, -1.5733, 5.2868], [1.0153, -1.2813, 5.0380], [1.9718, -3.4965, 3.0054], [2.0084, -1.9679, 2.1430], [3.9084, -2.4748, 4.0552], [3.4850, -0.8748, 3.6162], [2.4983, -2.4670, 5.8995], [2.7915, -0.6716, 5.7405], [-2.7083, 3.4052, 2.3088], [-1.6906, 2.9792, 2.8148], [-0.2354, 3.2478, 2.5413], [0.4443, 2.0778, 3.3562], [-0.6331, 1.5052, 4.3368], [-1.8024, 1.9909, 3.7404], [0.0146, 3.3246, 1.4831], [0.0233, 4.2245, 2.9504], [0.7295, 1.2416, 2.7178], [1.3691, 2.2893, 3.8930], [-0.5097, 0.4270, 4.2347], [-0.5556, 1.7634, 5.3929], [1.4467, -0.2466, 0.1436], [0.2792, -0.1263, -0.1722], [-0.7971, -1.1069, -0.5218], [-1.9902, -0.2136, -1.1060], [-1.6120, 1.1562, -0.6000], [-0.2663, 1.1399, -0.1883], [-0.4862, -1.9337, -1.1605], [-0.9830, -1.5558, 0.4539], [-1.9524, -0.2817, -2.1933], [-2.9457, -0.6424, -0.8039], [-1.6747, 1.9349, -1.3601], [-2.3000, 1.3704, 0.2179], [3.0811, 4.6483, 2.0776], [3.4746, 3.8787, 1.2068], [2.7226, 2.7262, 0.5183], [3.4839, 2.5564, -0.7477], [4.9087, 2.9759, -0.3392], [4.7050, 3.9827, 0.6230], [2.6901, 1.7668, 1.0347], [1.6913, 3.0091, 0.3072], [3.6449, 1.5328, -1.0861], [3.0313, 3.1872, -1.5127], [5.5222, 2.2301, 0.1664], [5.4202, 3.4131, -1.1967], [1.5183, 3.3484, -4.9705], [1.1637, 2.2004, -4.6015], [-0.1825, 1.6054, -4.4259], [0.1370, 0.1002, -4.6409], [1.5281, -0.0163, -4.0717], [2.1265, 1.2669, -4.2731], [-0.5002, 1.7894, -3.3996], [-0.9578, 1.9621, -5.1041], [-0.5404, -0.5890, -4.1366], [0.1133, -0.2465, -5.6740], [1.6580, -0.2479, -3.0145], [2.0735, -0.6251, -4.7927], [3.9582, -2.4661, -0.1675], [3.9621, -3.7316, 0.3539], [2.9781, -2.0930, -0.4647], [4.2566, -1.8065, 0.6473], [4.6992, -2.3991, -0.9641], [4.6139, -3.6860, 1.0573], [-4.6999, 2.3989, -0.8712], [-5.7212, 2.5745, -1.8295], [-4.4763, 1.3341, -0.9367], [-3.8732, 3.0780, -1.0799], [-5.0388, 2.6763, 0.1269], [-6.2097, 3.3943, -1.7250]],
  "atomic_forces_ev_per_a": [[1.2, -0.1, 1.0], [-1.8, -0.2, -0.9], [1.3, -0.5, 0.0], [1.3, 1.3, 1.2], [-1.7, 0.4, -0.6], [0.4, 0.0, 0.2], [-0.1, 0.1, -0.3], [-0.3, -0.1, 0.2], [-0.5, -0.5, -0.6], [0.2, -0.2, -0.3], [-1.4, 0.7, 0.4], [-0.2, 0.2, 2.9], [0.2, -0.4, -2.6], [2.4, -1.0, 0.2], [-1.3, 0.6, 0.1], [0.2, 0.1, 0.3], [0.3, -0.3, -0.4], [0.3, 0.3, -0.2], [-0.4, -0.4, -0.6], [0.1, -0.1, 0.0], [0.0, -1.0, 2.8], [-0.6, 0.4, 0.1], [0.2, -0.9, 0.8], [-1.0, -0.5, -1.3], [0.8, 1.0, -1.8], [0.2, 0.1, 0.0], [0.1, 0.1, 0.2], [0.0, 0.4, -0.4], [0.3, 0.4, -0.3], [0.0, 0.2, -0.1], [-0.4, -0.3, 1.1], [2.3, 0.0, -1.7], [-1.6, 0.1, 1.9], [0.9, 0.2, -0.5], [-0.7, -0.4, -1.5], [0.0, 0.2, -0.1], [0.0, -0.1, 0.1], [-0.1, -0.2, 0.1], [-0.2, 0.1, 0.4], [0.1, -0.1, 0.1], [2.6, 1.3, 1.0], [-2.6, -1.9, -1.4], [1.4, 1.5, 0.0], [0.3, -0.5, 0.2], [1.3, 0.7, 0.4], [-0.7, -0.6, -0.8], [-0.4, 0.0, 0.3], [-0.9, -0.1, -0.2], [-0.1, -0.2, 0.1], [-0.5, 0.0, -0.6], [-0.4, 0.2, 0.4], [0.0, -0.4, 0.5], [1.3, 0.0, 0.3], [-1.0, -0.7, -0.5], [0.7, -0.7, 1.4], [0.5, 0.1, 0.2], [1.7, 0.5, -1.7], [-1.9, -0.2, 0.5], [-0.2, -0.4, 0.2], [0.0, 0.0, 0.1], [-0.2, 0.1, -0.5], [0.0, 0.7, -0.1], [-0.9, 0.0, 0.3], [-0.1, 0.4, -0.1], [-1.2, -0.4, -0.3], [0.6, 1.4, -0.1], [-0.7, 0.5, -0.3], [1.8, -2.1, -0.1], [-1.3, 0.3, -0.2], [1.0, -0.8, 0.4], [0.1, 0.3, 0.0], [-0.6, -0.2, 0.1], [0.0, 0.1, -0.1], [0.0, 0.5, 0.2], [-0.3, 0.0, 0.1], [0.4, 0.6, 0.3], [1.0, -1.7, -1.7], [-0.8, 0.8, 1.2], [-0.6, 0.2, 0.3], [1.5, -0.9, -0.4], [-0.6, 0.6, -0.7], [-0.5, 1.3, 1.2], [0.1, 0.3, 0.6], [0.0, 0.1, 0.3], [-0.9, -0.1, -0.3], [0.5, -0.1, -0.3], [-0.1, -0.5, -0.5], [0.3, -0.1, 0.2], [-1.5, -3.8, 1.4], [3.1, 3.5, -1.0], [-0.6, -1.3, -0.6], [-1.0, 0.0, 1.0], [0.8, 0.2, -1.3], [-1.0, 1.8, -0.4], [0.0, 0.0, 0.1], [0.3, 0.3, 0.1], [-0.1, 0.2, 0.2], [0.1, 0.6, -0.2], [-0.2, -0.5, -0.2], [0.3, -0.6, 1.0], [0.4, 2.0, 0.0], [-0.3, -2.0, 0.9], [0.0, -0.4, -0.3], [0.1, 0.7, -0.2], [-0.1, 0.4, -0.3], [-0.1, -0.6, 0.0], [-0.6, 0.7, 0.1], [-0.6, -0.2, -0.7], [0.5, 0.2, 0.2], [0.5, -0.4, -0.1], [0.0, -0.4, 0.2], [0.2, 0.1, 0.3]]
}